*1*
A cluster of 8 separate species, C3H23NO10 in total, computed with ωB97M-V/def2-TZVPD.

CARTESIAN COORDINATES (ANGSTROEM)
1 C -1.375 -1.160 -1.462
2 C -0.328 -0.721 -0.464
3 N -0.994 -0.516 0.868
4 C 0.861 -1.713 -0.274
5 O 1.971 -1.175 0.212
6 O 1.060 -2.303 -1.535
7 O 0.357 -2.718 0.645
8 H -0.944 -1.165 -2.460
9 H -1.700 -2.184 -1.283
10 H -2.243 -0.499 -1.461
11 H 0.105 0.240 -0.728
12 H -0.292 -0.329 1.602
13 H -1.690 0.247 0.786
14 H -1.483 -1.380 1.127
15 H 1.977 -2.604 -1.561
16 H 1.103 -3.219 0.994
17 O 1.043 2.921 -0.835
18 H 1.682 2.228 -1.105
19 H 1.117 2.988 0.140
20 O 1.353 0.061 2.320
21 H 1.791 -0.326 3.092
22 H 1.718 -0.417 1.477
23 O -2.223 -3.180 1.349
24 H -2.791 -3.614 0.704
25 H -1.311 -3.318 1.024
26 O 1.411 2.791 1.913
27 H 1.364 1.829 2.109
28 H 2.286 3.074 2.195
29 O 2.832 0.865 -1.325
30 H 3.076 0.489 -2.176
31 H 2.560 0.083 -0.778
32 O -2.736 1.573 0.299
33 H -3.673 1.791 0.302
34 H -2.330 2.147 -0.395
35 O -1.519 3.105 -1.547
36 H -0.565 3.094 -1.268
37 H -1.470 3.013 -2.503

Computed properties:
Net charge: 0
Gap between HOMO and LUMO, eV: 10.20
SMILES: C[C@@H]([NH3+])C([O-])(O)O.O.O.O.O.O.O.O
2S+1: 1

=====

*2*
A cluster of 9 separate species, C3H23NO10 in total, computed with ωB97M-V/def2-TZVPD.

CARTESIAN COORDINATES (ANGSTROEM)
1 C 1.206 0.775 2.030
2 N 1.116 -0.578 1.518
3 C 2.410 -1.272 1.685
4 C 2.823 -1.769 0.327
5 O 2.780 -2.893 -0.103
6 O 3.084 -0.789 -0.591
7 H 1.988 1.284 1.476
8 H 1.197 0.899 3.130
9 H 0.327 1.420 1.874
10 H 0.330 -1.038 1.960
11 H 2.288 -2.075 2.406
12 H 3.074 -0.608 2.216
13 H 3.258 -1.175 -1.452
14 O -1.239 0.668 -0.528
15 H -0.389 0.499 -0.114
16 H -1.797 -0.125 -0.405
17 O -3.236 -0.301 1.277
18 H -3.142 0.485 1.824
19 H -3.635 -0.974 1.837
20 O 1.664 1.402 -2.221
21 H 1.098 0.901 -2.828
22 H 2.151 0.793 -1.656
23 O -1.834 -2.920 1.700
24 H -1.456 -2.503 0.910
25 H -1.585 -3.848 1.660
26 O 0.136 -0.130 -3.928
27 H -0.366 -0.942 -3.956
28 H -0.318 0.521 -4.464
29 O -2.404 -1.714 -0.809
30 H -3.020 -1.004 -0.548
31 H -2.039 -1.322 -1.614
32 O 1.293 3.085 -0.149
33 H 0.855 3.936 -0.206
34 H 1.316 2.660 -1.029
35 O -2.967 3.101 -0.563
36 H -2.204 3.397 -0.053
37 H -2.762 2.156 -0.612

Computed properties:
Net charge: 0
Gap between HOMO and LUMO, eV: 9.50
SMILES: CNCC(=O)O.O.O.O.O.O.O.O.O
2S+1: 1

=====

*1* ends up most stable, edging out the next structure by 2.612 eV.

=====

*1*
A cluster of 2 separate species, C5H8NOS in total, computed with ωB97M-V/def2-TZVPD.

CARTESIAN COORDINATES (ANGSTROEM)
1 C -1.842 -0.500 -0.620
2 C -2.384 -0.797 -1.841
3 C -0.745 1.041 -1.901
4 C 2.098 -0.335 0.677
5 C -0.247 0.837 0.476
6 N -0.894 0.499 -0.677
7 O -0.824 0.277 1.547
8 S -1.736 0.302 -3.097
9 H -2.128 -0.979 0.283
10 H -3.103 -1.583 -2.034
11 H 0.095 1.795 -1.923
12 H 1.960 -1.444 0.695
13 H 2.273 0.347 1.519
14 H 2.387 0.145 -0.298
15 H 0.061 1.976 0.561
16 H -0.638 0.798 2.333

Computed properties:
Net charge: +1
Gap between HOMO and LUMO (alpha / beta), eV: 7.54 / 7.48
2S+1: 1

=====

*2*
The ion C5H8NOS with charge +1, computed with ωB97M-V/def2-TZVPD.

CARTESIAN COORDINATES (ANGSTROEM)
1 C 3.778 -0.270 -0.981
2 C 1.358 0.176 -0.655
3 C -1.104 -0.601 -1.001
4 C -0.027 0.054 1.240
5 C -0.034 0.302 -0.254
6 N 2.550 -0.004 -0.658
7 O 4.941 -0.281 -0.393
8 S 5.788 0.087 0.989
9 H 3.949 -0.861 -1.928
10 H -1.441 -0.288 -2.027
11 H -1.975 -0.508 -0.395
12 H -0.916 -1.623 -1.014
13 H 0.345 -0.881 1.462
14 H -1.038 0.217 1.516
15 H 0.628 0.825 1.699
16 H -0.228 1.405 -0.508

Computed properties:
Net charge: +1
Gap between HOMO and LUMO, eV: 6.10
2S+1: 1

=====

*3*
A cluster of 2 separate species, C5H8NOS in total, computed with ωB97M-V/def2-TZVPD.

CARTESIAN COORDINATES (ANGSTROEM)
1 C -1.624 -0.547 -0.254
2 C -2.334 -0.552 -1.416
3 C -1.543 1.710 -0.772
4 C -1.056 0.766 0.090
5 C -0.209 0.946 1.118
6 N 1.621 -0.565 -0.335
7 O -0.139 0.205 2.183
8 S -2.523 1.099 -2.034
9 H -1.379 -1.610 0.201
10 H -2.681 -1.467 -1.803
11 H -1.504 2.800 -0.674
12 H 0.370 1.901 1.126
13 H 1.356 -1.476 -0.510
14 H 2.248 -0.520 -1.241
15 H 2.214 -0.602 0.555
16 H -0.786 -0.510 2.135

Computed properties:
Net charge: +1
Gap between HOMO and LUMO, eV: 8.44
2S+1: 1

=====

*3* ends up most stable, edging out the next structure by 2.412 eV.

=====

*1*
A cluster of 3 separate species, C4H12NS in total, computed with ωB97M-V/def2-TZVPD.

CARTESIAN COORDINATES (ANGSTROEM)
1 C -0.333 -2.779 -0.885
2 C 0.270 -2.192 0.369
3 C 1.024 -2.859 1.362
4 C -0.333 0.885 -0.301
5 S -2.016 0.341 -0.528
6 N 0.885 4.594 0.482
7 H -1.364 -3.205 -0.694
8 H -0.247 -1.984 -1.667
9 H 0.115 -3.711 -1.193
10 H -0.107 -1.201 0.647
11 H 1.283 -2.207 2.283
12 H 1.479 -3.834 1.252
13 H -0.065 0.852 -1.411
14 H -0.516 1.910 0.094
15 H -2.610 1.409 -0.799
16 H 0.199 5.317 0.539
17 H 0.505 3.695 0.190
18 H 1.831 4.968 0.260

Computed properties:
Net charge: +1
Gap between HOMO and LUMO, eV: 3.54
2S+1: 1

=====

*2*
A cluster of 2 separate species, C4H12NS in total, computed with ωB97M-V/def2-TZVPD.

CARTESIAN COORDINATES (ANGSTROEM)
1 C 1.248 1.433 0.840
2 C 0.830 -0.214 -1.565
3 C -1.552 0.243 -1.385
4 C -0.025 1.218 0.156
5 N -0.229 0.482 -0.870
6 S -0.625 -2.319 2.817
7 H 2.062 0.813 0.479
8 H 1.535 2.486 0.774
9 H 1.097 1.245 1.906
10 H 1.105 -1.120 -1.022
11 H 0.488 -0.498 -2.557
12 H 1.712 0.415 -1.668
13 H -1.646 0.648 -2.393
14 H -1.727 -0.832 -1.436
15 H -2.313 0.689 -0.746
16 H -0.891 1.710 0.589
17 H -0.805 -3.458 2.154
18 H -0.262 -2.940 3.927

Computed properties:
Net charge: +1
Gap between HOMO and LUMO, eV: 8.45
2S+1: 1

=====

*2* ends up most stable, edging out the next structure by 7.264 eV.